[1]
Formula: C42H55N11O2PSSc
Source: the OMol25 dataset
Level of theory: ωB97M-V/def2-TZVPD

Structure (XYZ):
```
113
Properties=species:S:1:pos:R:3:forces:R:3
Sc -1.77915 0.89174 0.09301 -0.36 0.29 -0.14
O -0.07770 1.93224 0.46842 0.51 0.00 0.21
N 0.09697 3.24657 0.66770 -0.13 0.02 -0.05
C 1.14329 3.82066 0.03448 0.04 0.10 0.00
C 1.43955 5.13895 0.21329 -0.03 -0.06 -0.01
C 0.62862 5.88988 1.07501 0.04 -0.02 -0.03
C -0.44683 5.29930 1.67538 -0.04 -0.03 0.02
C -0.76999 3.94317 1.45199 0.00 0.02 -0.01
S -2.16939 3.18797 2.02932 0.00 -0.09 -0.08
H 1.68861 3.16167 -0.61949 0.02 -0.05 -0.02
H 2.27299 5.57472 -0.31489 0.02 0.01 -0.01
H 0.83929 6.93559 1.24654 0.00 0.04 0.01
H -1.11332 5.85652 2.31635 0.00 0.01 0.01
N -1.31002 -0.82797 -3.94617 0.01 -0.09 0.10
C -1.57129 -1.04543 -2.66433 0.08 -0.07 -0.03
N -1.72086 0.11185 -2.04484 -0.14 0.10 -0.11
C -1.54068 1.04608 -3.04641 0.03 0.04 -0.19
N -1.28292 0.49644 -4.23080 0.01 0.12 0.01
C -1.64130 2.42202 -2.71539 0.01 0.13 -0.18
C -1.37883 3.44189 -3.63988 0.01 -0.17 -0.04
N -1.52079 4.71688 -3.38575 0.04 0.11 -0.07
C -2.01691 4.98364 -2.13390 -0.06 -0.04 0.13
C -2.26453 4.02095 -1.20217 -0.14 0.14 0.01
N -2.04002 2.69377 -1.41055 0.23 -0.43 0.18
H -1.16717 -1.50274 -4.68055 -0.02 0.04 0.07
H -1.63821 -2.02012 -2.22043 -0.03 -0.09 0.02
H -1.03598 3.16295 -4.63170 0.01 -0.04 -0.02
H -2.21462 6.02062 -1.90457 -0.02 0.05 0.04
H -2.67702 4.29112 -0.24148 0.00 0.03 0.03
N -4.65418 0.85129 2.40230 -0.07 0.17 0.15
C -4.97444 1.34112 1.14480 -0.04 -0.11 -0.06
C -6.22624 1.96362 1.03644 0.01 -0.03 -0.02
C -6.66554 2.37726 -0.19480 0.05 -0.01 -0.04
C -5.86191 2.14680 -1.30879 0.05 -0.04 0.04
C -4.63787 1.55718 -1.10833 -0.12 0.00 -0.05
N -4.16976 1.17182 0.09874 0.14 0.05 -0.01
C -3.47471 0.44877 2.99611 0.00 -0.14 -0.03
C -3.50946 0.21923 4.38055 0.01 -0.01 -0.05
C -2.36144 -0.16389 5.02393 0.04 0.00 -0.05
C -1.18744 -0.31165 4.28535 -0.07 0.00 -0.04
C -1.24650 -0.06320 2.93657 0.03 -0.05 0.14
N -2.36659 0.29113 2.28710 0.17 -0.01 0.01
H -5.39598 0.99771 3.07091 0.10 -0.01 -0.08
H -6.82933 2.11207 1.92163 -0.01 0.01 0.02
H -7.62429 2.86611 -0.29297 -0.03 0.02 -0.01
H -6.16733 2.43395 -2.30308 0.00 0.00 -0.02
H -3.98441 1.37151 -1.94709 0.01 0.03 0.01
H -4.43180 0.36413 4.92616 -0.02 -0.01 0.01
H -2.36903 -0.33488 6.09084 0.00 -0.01 0.04
H -0.25835 -0.59723 4.75208 0.04 0.00 0.02
H -0.36515 -0.13062 2.31311 0.04 -0.01 0.02
N -2.85965 -3.55230 0.63940 0.03 -0.02 0.06
C -3.94886 -3.21067 -0.12174 -0.05 0.06 -0.07
C -3.78675 -1.89286 -0.41539 -0.08 -0.05 0.00
N -2.62242 -1.42665 0.15133 -0.01 0.01 -0.08
C -2.09440 -2.45114 0.77527 0.03 0.00 0.10
H -2.66821 -4.45660 1.03646 0.01 0.03 -0.01
H -4.71911 -3.91254 -0.37533 -0.07 -0.06 -0.02
H -4.42930 -1.25353 -0.99190 -0.05 0.03 -0.04
H -1.16581 -2.43904 1.31617 0.04 0.00 0.05
O 0.16426 -0.67842 -0.01216 -0.23 0.19 0.30
P 1.66323 -0.90264 -0.10716 0.03 -0.03 -0.18
C 2.48317 0.39847 -1.11216 -0.04 -0.09 0.09
C 3.91098 0.09543 -1.63755 -0.01 -0.03 0.00
C 3.91391 -0.20412 -3.13441 0.06 0.00 0.02
C 3.45892 1.02359 -3.92533 0.03 0.01 -0.02
C 2.27707 1.73792 -3.24363 -0.03 -0.01 -0.01
C 1.55483 0.83103 -2.25322 -0.07 0.05 -0.04
C 1.85562 -2.47834 -1.07545 0.04 0.13 0.01
C 0.64001 -3.40355 -0.92516 -0.05 0.01 -0.02
C 0.77311 -4.38917 0.22613 -0.02 0.02 -0.01
C 2.01291 -5.25330 0.03724 0.00 -0.04 -0.01
C 3.26031 -4.38372 -0.03019 0.07 0.10 0.04
C 3.16303 -3.29331 -1.09662 -0.05 -0.07 0.00
C 2.35407 -0.63699 1.57666 -0.08 0.09 -0.08
C 3.85169 -0.34473 1.75680 -0.02 -0.01 0.03
C 4.69526 -1.56645 2.09470 0.04 0.03 -0.03
C 4.14248 -2.28159 3.32030 0.00 -0.01 0.02
C 2.69763 -2.70817 3.09884 -0.09 -0.06 -0.03
C 1.80086 -1.53903 2.69237 0.09 -0.06 0.05
H 2.54016 1.23681 -0.41090 0.02 0.00 0.05
H 4.38401 -0.71590 -1.09057 0.04 -0.05 0.07
H 4.54024 0.97285 -1.46011 -0.02 0.00 0.00
H 3.26030 -1.05569 -3.34141 -0.02 -0.02 -0.02
H 4.91438 -0.50421 -3.45319 -0.03 -0.01 0.03
H 3.19576 0.73182 -4.94315 -0.02 -0.02 0.01
H 4.29960 1.71568 -4.01202 -0.01 -0.01 -0.03
H 1.56106 2.09346 -3.98569 0.00 0.02 0.01
H 2.63444 2.62814 -2.71805 0.01 0.02 0.04
H 1.16270 -0.03771 -2.79110 -0.04 -0.05 -0.02
H 0.69767 1.34541 -1.82509 -0.01 0.00 -0.03
H 1.75762 -2.01884 -2.06789 0.01 -0.01 -0.01
H 0.53966 -3.97321 -1.85626 0.03 -0.02 -0.01
H -0.25590 -2.79563 -0.81845 0.05 -0.04 -0.02
H -0.12075 -5.01603 0.28511 -0.01 0.00 -0.02
H 0.84269 -3.84233 1.17346 -0.01 -0.01 0.03
H 1.90751 -5.81441 -0.89700 0.00 -0.04 0.00
H 2.10587 -5.98874 0.83826 0.00 0.01 0.02
H 4.14037 -4.99660 -0.23120 0.02 -0.01 -0.03
H 3.42398 -3.92618 0.94780 0.11 -0.13 -0.32
H 3.20952 -3.77357 -2.08006 0.00 0.00 0.01
H 4.03882 -2.65304 -1.03983 0.08 0.07 -0.01
H 1.84490 0.33608 1.68630 0.00 -0.05 0.00
H 3.93887 0.36590 2.58537 -0.02 -0.02 0.03
H 4.25548 0.16642 0.88781 0.03 0.09 -0.07
H 5.72297 -1.24788 2.27848 0.01 -0.01 -0.02
H 4.73029 -2.25103 1.24287 -0.01 -0.03 -0.04
H 4.19257 -1.60160 4.17668 0.01 0.01 0.03
H 4.75653 -3.14772 3.57090 0.01 -0.02 0.00
H 2.29226 -3.16030 4.00727 0.00 0.01 0.00
H 2.66491 -3.48917 2.33458 -0.10 0.18 0.29
H 1.66093 -0.90012 3.57064 0.00 -0.02 0.00
H 0.81168 -1.91342 2.42248 -0.04 0.01 0.02
```
Forces are in eV/Å.

**HOMO level (alpha / beta)**: -0.25823 / -0.35850 hartree
**Frontier orbital gap (alpha / beta)**: 5.13 / 7.86 eV
**Spin multiplicity**: 2
**Net charge**: +1

[2]
Formula: C42H56BCl2N8RbS3Se2Te2
Source: the OMol25 dataset
Level of theory: ωB97M-V/def2-TZVPD

Structure (XYZ):
```
117
Properties=species:S:1:pos:R:3:forces:R:3
Rb -24.25165 -4.97839 8.18748 0.08 0.21 0.21
C -24.39766 -9.77546 3.61638 -0.34 0.41 0.49
C -23.69913 -8.54560 3.14989 0.08 -0.03 0.16
C -23.44847 -8.31628 1.84216 0.46 1.10 0.73
C -22.78829 -7.10738 1.44881 0.50 0.42 0.01
N -22.36952 -6.24146 2.32744 -0.33 -0.24 -0.74
N -22.64372 -6.45157 3.62053 0.50 -1.09 1.79
B -22.01550 -5.45930 4.56412 -0.44 0.57 -0.56
N -21.89313 -4.05230 4.05392 0.11 -0.76 -0.12
N -20.68056 -3.53698 3.89360 0.27 1.79 -0.70
C -20.64215 -2.26526 3.52417 -0.88 -0.94 0.05
C -21.85009 -1.55243 3.21917 0.66 -0.50 0.31
C -23.05324 -2.13614 3.41124 -1.03 1.21 -0.27
C -24.33322 -1.35308 3.27308 0.13 0.13 -0.42
C -23.07556 -3.44291 3.93185 0.10 -0.06 0.27
S -24.35406 -4.29442 4.56966 -0.35 -0.15 0.36
C -19.32422 -1.56632 3.37976 0.60 -0.44 0.92
C -19.21434 -1.01978 1.99000 0.57 0.84 -0.79
C -19.19165 -0.41024 4.40114 -0.97 -0.17 -0.26
C -18.19909 -2.55473 3.69023 0.42 -0.16 -0.92
N -20.96094 -5.78022 5.52743 -0.14 -1.43 0.04
N -20.44877 -7.05892 5.29771 0.41 0.83 0.27
C -19.33255 -7.36710 5.87221 0.22 -0.47 -0.66
C -18.64771 -6.48132 6.76595 -0.62 -0.33 0.05
C -19.21830 -5.31412 7.08376 0.71 0.80 0.64
C -18.56034 -4.38302 8.06658 -0.11 0.40 0.09
C -20.46494 -4.91156 6.46811 -0.30 0.65 0.38
S -21.21405 -3.49809 6.93937 -0.01 -0.54 -0.29
C -18.69047 -8.71327 5.45615 0.52 0.57 0.70
C -19.77880 -9.69007 5.10576 -0.65 -0.16 0.63
C -17.80075 -8.49230 4.20584 -0.88 0.17 0.01
C -17.84453 -9.24557 6.64692 -0.19 0.69 -0.96
C -23.30874 -7.56290 4.16844 0.21 0.21 -1.82
S -23.70080 -7.75802 5.74634 0.21 0.49 0.31
C -22.43027 -6.85778 -0.02703 0.07 -0.10 0.42
C -21.46475 -7.95943 -0.45166 0.78 -0.37 0.48
C -21.77374 -5.50107 -0.25032 -0.58 0.64 -0.23
C -23.67507 -7.00530 -0.90179 0.26 0.60 -0.33
H -24.61095 -10.44131 2.78856 -0.11 -0.12 -0.13
H -25.32800 -9.43778 4.11970 0.40 -0.46 -0.22
H -23.79927 -10.28588 4.37788 -0.14 0.04 -0.08
H -23.70026 -9.02059 1.09305 -0.36 -0.67 -0.51
H -21.78242 -0.52683 2.88193 -0.09 0.02 0.07
H -24.09204 -0.38482 2.80123 -0.25 -0.32 0.26
H -24.75656 -1.18014 4.27068 -0.02 -0.02 -0.18
H -25.09307 -1.86608 2.65571 0.38 0.07 0.36
H -19.96070 -0.24765 1.78833 0.08 0.01 0.06
H -19.29898 -1.75030 1.19817 -0.13 -0.52 -0.08
H -18.22777 -0.56170 1.86967 -0.04 0.13 -0.02
H -19.99138 0.33106 4.25821 0.31 -0.01 -0.09
H -18.21368 0.07029 4.31267 -0.14 -0.07 0.08
H -19.36326 -0.81446 5.39448 0.31 0.02 0.27
H -18.16187 -3.36815 2.94014 -0.13 0.24 0.45
H -18.31993 -2.97956 4.67964 -0.01 -0.14 0.13
H -17.23376 -2.03987 3.63396 -0.09 0.03 0.09
H -17.77130 -6.79012 7.30779 0.26 -0.06 -0.18
H -17.56954 -4.72102 8.40728 -0.33 -0.10 -0.33
H -19.19221 -4.24042 8.94787 -0.07 -0.14 -0.11
H -18.48047 -3.37684 7.62715 0.08 -0.30 0.06
H -20.41495 -9.25743 4.34247 -0.38 0.01 0.05
H -20.36751 -9.95648 6.01795 0.23 0.20 -0.85
H -19.34285 -10.57654 4.68335 0.25 -0.66 -0.06
H -18.43325 -8.05906 3.42837 0.02 0.10 -0.06
H -17.43994 -9.43248 3.79985 0.18 -0.26 0.18
H -16.96711 -7.81955 4.35781 0.23 0.16 0.25
H -18.40711 -9.19630 7.56899 -0.15 -0.17 0.22
H -16.96015 -8.62939 6.76170 0.27 0.05 0.09
H -17.51505 -10.24785 6.42757 0.04 -0.50 0.07
H -20.53775 -7.93406 0.14499 -0.42 -0.13 0.11
H -21.11022 -7.88440 -1.46893 -0.22 0.35 -0.58
H -21.93848 -8.93821 -0.36845 0.15 -0.09 0.17
H -20.91325 -5.29246 0.38076 0.23 -0.38 -0.10
H -22.46525 -4.68452 -0.01273 -0.11 -0.15 -0.04
H -21.53478 -5.40409 -1.32279 0.18 -0.04 0.39
H -24.02042 -8.02237 -0.87903 -0.25 -0.51 -0.15
H -23.41242 -6.72777 -1.92946 -0.04 -0.24 0.04
H -24.50071 -6.36644 -0.61909 -0.14 0.26 0.32
Se -24.27909 -2.76155 13.68950 -0.71 0.34 -0.92
Te -25.94061 -2.01446 11.79679 0.93 -0.23 0.35
Te -24.36312 -1.12601 9.58751 -0.52 -0.06 0.17
Se -26.09383 0.22302 8.30659 0.35 -0.31 0.11
Cl -29.82086 -5.23739 8.26267 0.09 0.16 -0.03
C -28.17978 -4.64847 8.70682 -0.07 -0.91 0.35
Cl -27.47537 -3.59764 7.51939 0.19 0.28 -0.41
H -27.57600 -5.55920 8.81885 -0.13 0.42 0.01
H -28.26859 -4.10037 9.63362 0.02 0.02 0.15
C -25.09871 -7.86304 8.57313 0.34 0.72 -0.24
C -25.72836 -8.78426 9.07499 -0.77 -1.20 0.48
C -26.40458 -9.90751 9.69061 0.57 0.52 -0.48
C -26.32378 -11.19615 9.15865 0.76 0.57 -0.28
C -26.80190 -12.25573 9.88687 -0.01 -0.26 0.12
C -27.43370 -12.09933 11.09702 -0.84 0.71 1.01
C -27.65803 -10.78379 11.58836 0.65 -1.43 -0.80
C -27.09366 -9.73760 10.89758 -0.16 0.46 -0.10
H -25.74619 -11.37300 8.24344 -0.39 0.18 0.28
H -26.62580 -13.22854 9.50359 0.03 -0.93 -0.25
H -27.76145 -12.97409 11.67243 0.03 0.38 -0.29
H -28.21475 -10.62127 12.48931 -0.09 0.07 0.39
H -27.14553 -8.72645 11.25997 -0.16 0.21 0.23
N -21.31296 -5.99398 9.37355 -0.27 -1.24 0.16
C -21.27436 -7.15983 9.41084 0.50 1.12 -0.43
N -21.02694 -8.47045 9.34150 -0.35 0.16 0.29
C -20.43088 -9.10526 10.52842 -0.52 -0.11 -1.01
C -19.56959 -10.23606 10.04570 0.69 -1.00 1.38
C -20.17089 -11.07099 8.94931 0.19 -0.30 -1.37
C -21.65438 -10.77552 8.80872 -0.49 -0.24 0.36
C -21.98430 -9.29847 8.57852 0.46 -0.17 -0.85
H -21.19354 -9.43306 11.23183 -0.09 0.14 0.18
H -19.75257 -8.40861 10.94972 0.16 0.90 0.84
H -19.36794 -10.88935 10.92298 0.07 0.40 -0.35
H -18.62015 -9.80915 9.74759 0.34 -0.04 -0.15
H -20.01795 -12.15834 9.13280 -0.03 0.69 -0.20
H -19.65989 -10.81115 7.98111 -0.51 -0.45 0.78
H -22.18930 -11.13473 9.71726 0.27 0.21 -0.51
H -22.04171 -11.34706 7.97375 -0.30 -0.12 -0.14
H -23.00855 -9.09864 8.83677 -0.55 0.20 0.42
H -21.93120 -9.00141 7.50692 0.31 -0.28 0.56
```
Forces are in eV/Å.

**HOMO level**: -0.00689 hartree
**Frontier orbital gap**: 2.70 eV
**Net charge**: -2

Looking at relative energy (zero: lowest compared OMol25 entry of this formula, charge and spin) for the records above, in order, we have 0.466, 1.852 eV.
Looking at E for the records above, in order, we have -3886.55631, -9574.88456 Eh.
Looking at max |F| for the records above, in order, we have 0.55, 2.15 eV/Å.